# 1
Computed, not measured: a molecular structure, C4H7FO at a distorted geometry, with wB97M-V/def2-TZVPD.

energy: -331.66751 a.u.
orbital gap: 10.97 eV
maximum force: 2.82 eV/Å
charge: 0
LUMO energy: 1.031 eV

Last column: natural (NBO) charge in e.
Positions of all 13 atoms, in Å:
C 1.439 -0.081 0.532  -0.639
C -0.061 0.049 0.430  0.314
C -0.640 1.006 -0.584  -0.093
C -0.824 -0.991 -0.441  -0.090
H 1.896 0.073 -0.420  0.223
H 1.623 -1.086 0.923  0.216
H 1.823 0.645 1.260  0.227
H -1.558 1.461 -0.142  0.173
H -0.058 1.872 -1.034  0.182
H -0.330 -1.939 -0.675  0.180
H -1.791 -1.209 -0.049  0.178
O -0.937 -0.032 -1.468  -0.520
F -0.582 0.231 1.670  -0.352

=====

# 2
Computed, not measured: a molecular structure, C4H7FO3Yb at a distorted geometry, with wB97M-V/def2-TZVPD.

energy: -1640.43815 a.u.
orbital gap (spin up / spin down): 5.57 / 4.93 eV
maximum force: 3.41 eV/Å
charge: +1
spin multiplicity: 2
LUMO energy (spin up / spin down): -5.589 / -6.109 eV

Last column: Löwdin spin population.
Positions of all 16 atoms, in Å:
F -1.987 -0.852 -1.436  0.000
O 2.812 1.400 -0.022  0.038
C 3.419 0.532 -0.731  0.011
O 2.719 -0.636 -0.755  0.065
C 2.559 -1.608 0.353  0.084
C -1.885 -0.760 -0.069  0.000
O -1.266 0.450 0.258  0.001
C -2.078 1.628 0.085  0.000
Yb 1.005 0.635 0.810  0.785
H 3.519 -1.698 0.888  0.008
H 2.121 -2.482 -0.158  0.008
H -1.242 -1.580 0.285  0.000
H -2.900 -0.784 0.346  0.000
H -1.449 2.489 0.330  0.000
H -2.414 1.692 -0.956  0.000
H -2.931 1.574 0.772  0.000

=====

# 3
Computed, not measured: 2 unconnected molecules or ions with the total composition C4H7FOS at a distorted geometry, with wB97M-V/def2-TZVPD.

energy: -729.78924 a.u.
orbital gap (spin up / spin down): 7.65 / 7.65 eV
maximum force: 4.18 eV/Å
charge: 0
LUMO energy (spin up / spin down): -0.614 / -0.615 eV

Last column: natural (NBO) charge in e.
Positions of all 14 atoms, in Å:
C 0.707 -0.621 1.265  -0.360
C 0.567 0.067 0.140  -0.052
C 1.539 -0.210 -1.060  -0.637
C -0.392 1.172 0.000  -0.415
O -3.438 0.563 0.585  -0.879
F -2.087 -1.417 0.140  -0.519
S -2.542 0.067 -0.454  1.354
H 0.149 -0.659 2.207  0.220
H 1.541 -1.279 1.149  0.197
H 1.024 -0.816 -1.795  0.216
H 2.454 -0.721 -0.838  0.219
H 1.772 0.675 -1.601  0.211
H -0.602 1.904 -0.742  0.229
H -0.694 1.274 1.003  0.216

=====

# 4
Computed, not measured: a single C4H7FS molecule at a distorted geometry, with wB97M-V/def2-TZVPD.

energy: -654.62198 a.u.
orbital gap: 9.64 eV
maximum force: 1.99 eV/Å
charge: 0
structure (SMILES): CSC/C=C\F
LUMO energy: 1.058 eV

Last column: natural (NBO) charge in e.
Positions of all 13 atoms, in Å:
C -2.403 0.533 -0.066  -0.742
C 0.170 -0.084 0.292  -0.589
C 1.365 -0.900 0.077  -0.286
C 2.492 -0.361 -0.384  0.242
H -2.662 0.265 0.922  0.208
H -2.087 1.565 0.068  0.210
H -3.267 0.494 -0.721  0.231
H -0.245 -0.287 1.310  0.219
H 0.396 0.955 0.239  0.230
H 1.355 -1.957 0.246  0.224
H 3.473 -0.760 -0.550  0.182
F 2.517 0.988 -0.575  -0.354
S -1.105 -0.451 -0.860  0.225

=====

# 5
Computed, not measured: a molecular structure, C4H7GaO3 at a distorted geometry, with wB97M-V/def2-TZVPD.

energy: -2306.31612 a.u.
orbital gap: 9.62 eV
maximum force: 1.96 eV/Å
charge: +2
LUMO energy: -10.836 eV

Last column: natural (NBO) charge in e.
Positions of all 15 atoms, in Å:
H 0.430 3.643 -0.549  -0.104
O 2.175 1.048 -0.526  -0.541
C 2.220 -0.014 0.057  0.472
C 0.897 -0.635 0.507  0.392
O 0.264 -1.163 -0.505  -0.429
C -1.174 -1.093 -0.572  -0.101
C -1.566 0.006 0.408  -0.124
O -0.417 0.796 0.602  -0.791
Ga 0.357 2.063 -0.451  1.690
H 3.120 -0.650 0.062  0.262
H 0.944 -1.195 1.454  0.261
H -1.572 -2.078 -0.306  0.265
H -1.432 -0.841 -1.607  0.240
H -1.805 -0.449 1.383  0.243
H -2.440 0.562 0.043  0.265

=====

# 6
Computed, not measured: a molecular structure, C4H7IN at a distorted geometry, with wB97M-V/def2-TZVPD.

energy: -508.62500 a.u.
orbital gap (spin up / spin down): 7.81 / 6.50 eV
maximum force: 4.64 eV/Å
charge: +1
LUMO energy (spin up / spin down): -6.219 / -7.373 eV

Last column: natural (NBO) charge in e.
Positions of all 13 atoms, in Å:
C 0.882 0.764 1.504  0.019
C -0.644 -1.341 0.497  0.040
C 0.101 -0.555 -0.536  -0.154
C -0.696 0.420 -1.513  -0.569
N 0.912 0.222 0.388  -0.290
I 2.711 1.920 1.705  0.305
H 0.045 0.851 2.342  0.268
H -1.261 -0.622 0.950  0.191
H -0.205 -2.185 0.907  0.223
H 0.753 -1.221 -1.229  0.259
H -1.042 1.224 -0.925  0.217
H -1.602 -0.191 -1.924  0.252
H 0.046 0.714 -2.166  0.239

=====

# 7
Computed, not measured: a gas-phase ion, C4H7IN (charge +1) at a distorted geometry, with wB97M-V/def2-TZVPD.

energy: -508.61636 a.u.
orbital gap (spin up / spin down): 7.19 / 7.94 eV
maximum force: 4.97 eV/Å
charge: +1
spin multiplicity: 3
LUMO energy (spin up / spin down): -3.971 / -5.008 eV

Last column: Löwdin spin population.
Positions of all 13 atoms, in Å:
C -2.166 -1.049 0.070  0.148
C -3.374 -0.919 -0.589  1.167
C -1.427 0.067 0.317  0.289
C 0.081 0.068 0.623  0.044
N 0.955 0.317 -0.607  0.023
I -4.996 0.107 0.010  0.285
H -2.024 -2.157 0.272  0.021
H -1.907 1.085 0.291  0.010
H 0.485 -0.946 0.970  0.002
H 0.311 0.728 1.494  0.006
H 1.808 1.003 -0.519  0.002
H 0.276 0.948 -1.278  0.002
H 1.310 -0.563 -0.980  0.001

=====

# 8
Computed, not measured: a gas-phase ion, C4H7IN (charge +1) at a distorted geometry, with wB97M-V/def2-TZVPD.

energy: -508.56361 a.u.
orbital gap (spin up / spin down): 8.50 / 7.86 eV
maximum force: 4.00 eV/Å
charge: +1
spin multiplicity: 3
LUMO energy (spin up / spin down): -3.909 / -6.403 eV

Last column: Löwdin spin population.
Positions of all 13 atoms, in Å:
C 0.571 0.451 1.465  0.761
C 0.775 -0.201 0.035  0.111
C -1.555 0.009 -0.748  0.072
C -1.036 1.260 -0.180  0.637
N -0.145 0.368 -0.933  0.076
I -1.732 3.219 -0.224  0.206
H 0.139 -0.129 2.256  0.039
H 1.333 1.158 1.493  0.042
H 1.720 0.180 -0.301  0.010
H 0.774 -1.319 -0.098  0.007
H -1.629 -0.764 0.116  0.020
H -2.132 -0.111 -1.618  0.011
H 0.161 0.590 -1.979  0.007

=====

# 9
Computed, not measured: a gas-phase ion, C4H7IN2OP (charge +1) at a distorted geometry, with wB97M-V/def2-TZVPD.

energy: -980.02827 a.u.
orbital gap (spin up / spin down): 6.19 / 6.19 eV
maximum force: 3.73 eV/Å
charge: +1
LUMO energy (spin up / spin down): -5.718 / -5.717 eV

Last column: natural (NBO) charge in e.
Positions of all 16 atoms, in Å:
C 0.404 0.687 -0.084  0.014
C 0.984 -0.537 -0.087  -0.148
C -1.842 -0.111 -0.353  -0.114
C -1.474 2.074 0.630  -0.449
N -1.033 0.874 -0.033  -0.452
N 1.401 -3.000 -0.363  -1.094
O 2.346 -0.639 -0.294  -0.693
P 0.383 -2.089 0.534  1.264
I -3.829 0.104 -0.095  0.296
H 0.961 1.736 -0.202  0.249
H -1.645 1.905 1.733  0.242
H -2.192 2.471 0.042  0.232
H -0.780 2.913 0.464  0.224
H 2.100 -2.485 -0.924  0.456
H 1.555 -4.043 -0.110  0.462
H 2.663 0.140 -0.858  0.512

=====

# 10
Computed, not measured: a gas-phase ion, C4H7INO (charge +1) at a distorted geometry, with wB97M-V/def2-TZVPD.

energy: -583.96259 a.u.
orbital gap: 9.20 eV
maximum force: 3.19 eV/Å
charge: +1
structure (SMILES): [NH3+][C@@H]1C[C@H]1C(=O)I
LUMO energy: -4.105 eV

Last column: natural (NBO) charge in e.
Positions of all 14 atoms, in Å:
C 2.757 0.465 0.840  0.421
C 0.924 0.121 -1.136  -0.423
C 1.385 -0.377 0.232  -0.329
C 0.246 0.555 0.124  -0.088
N -1.198 0.059 0.476  -0.741
O 2.571 1.330 1.644  -0.495
I 4.451 0.135 -0.355  0.201
H 1.731 0.713 -1.680  0.280
H 0.354 -0.573 -1.769  0.250
H 1.324 -1.399 0.623  0.261
H 0.413 1.474 0.693  0.266
H -1.503 -1.024 0.477  0.469
H -2.045 0.568 0.002  0.467
H -1.254 0.307 1.539  0.462

=====

# 11
Computed, not measured: a molecular structure, C4H7MnN2O2SbSe4 at a distorted geometry, with wB97M-V/def2-TZVPD.

energy: -11413.44677 a.u.
orbital gap (spin up / spin down): 5.73 / 6.17 eV
maximum force: 2.31 eV/Å
charge: 0
spin multiplicity: 4
LUMO energy (spin up / spin down): -2.464 / -2.019 eV

Last column: Löwdin spin population.
Positions of all 21 atoms, in Å:
Mn 0.133 0.264 0.396  3.202
Se 3.560 1.923 3.247  0.043
Sb 2.781 -0.249 2.699  0.035
Se 2.127 -0.249 -0.092  -0.222
Se 0.124 -0.479 2.435  -0.109
Se 3.546 -2.433 3.235  0.081
C -3.552 1.650 -0.937  0.005
C -2.238 1.347 -0.302  0.040
N -1.730 0.152 -0.249  0.054
O -2.458 -0.815 -0.910  0.010
C -1.456 2.394 0.308  0.054
C -1.906 3.807 0.478  0.007
N -0.262 2.013 0.718  -0.087
O 0.581 2.735 1.256  -0.121
H -3.798 0.906 -1.687  0.000
H -3.537 2.641 -1.386  0.001
H -4.328 1.635 -0.168  0.002
H -2.266 -1.635 -0.438  0.001
H -2.937 3.856 0.829  0.002
H -1.829 4.358 -0.462  0.004
H -1.257 4.290 1.204  0.000

=====

# 12
Computed, not measured: a single C4H7N molecule at a distorted geometry, with wB97M-V/def2-TZVPD.

energy: -211.26562 a.u.
orbital gap: 8.88 eV
maximum force: 7.32 eV/Å
charge: 0
structure (SMILES): C=NC(=C)C
LUMO energy: 0.298 eV

Last column: natural (NBO) charge in e.
Positions of all 12 atoms, in Å:
C -0.083 -1.578 -0.092  -0.657
C -0.347 -0.057 0.003  0.149
C -1.129 0.446 1.010  -0.484
C 1.274 1.424 -0.890  -0.049
N 0.115 0.664 -1.042  -0.382
H 0.961 -1.821 -0.204  0.218
H -0.499 -2.259 0.684  0.227
H -0.835 -1.934 -0.937  0.230
H -1.321 1.510 1.001  0.193
H -1.369 -0.057 1.916  0.208
H 1.476 2.331 -1.459  0.193
H 1.756 1.332 0.011  0.154

=====

# 13
Computed, not measured: a single C4H7N molecule at a distorted geometry, with wB97M-V/def2-TZVPD.

energy: -211.23621 a.u.
orbital gap: 9.30 eV
maximum force: 8.40 eV/Å
charge: 0
structure (SMILES): C1=CCNC1
LUMO energy: 1.009 eV

Last column: natural (NBO) charge in e.
Positions of all 12 atoms, in Å:
C 0.537 -0.556 -1.068  -0.275
C -0.509 0.930 0.580  -0.246
C 0.194 0.008 1.278  -0.223
C 0.641 -0.964 0.424  -0.161
H 1.356 -0.242 -1.907  0.192
H 0.103 -1.221 -1.724  0.189
H -1.189 0.457 -1.229  0.358
H -1.696 1.036 0.718  0.201
H -0.053 2.060 0.795  0.171
H -0.119 -0.296 2.356  0.229
H 1.075 -1.868 0.548  0.196
N -0.339 0.656 -0.770  -0.631

=====

# 14
Computed, not measured: a single C4H7N molecule at a distorted geometry, with wB97M-V/def2-TZVPD.

energy: -211.25952 a.u.
orbital gap: 8.57 eV
maximum force: 4.78 eV/Å
charge: 0
structure (SMILES): C=CC(=C)N
LUMO energy: 0.891 eV

Last column: natural (NBO) charge in e.
Positions of all 12 atoms, in Å:
C 0.618 0.284 -0.289  0.126
N 1.802 0.549 0.362  -0.811
C -0.255 -0.825 0.275  -0.184
C -0.313 1.241 -0.511  -0.428
C -1.398 -1.374 -0.151  -0.425
H 2.048 1.515 0.516  0.388
H 2.211 -0.164 0.944  0.387
H 0.342 -1.430 0.951  0.183
H -1.131 1.086 -1.188  0.200
H -0.075 2.289 -0.381  0.173
H -1.719 -2.340 0.207  0.203
H -2.129 -0.831 -0.735  0.190

=====

# 15
Computed, not measured: a single C4H7N molecule at a distorted geometry, with wB97M-V/def2-TZVPD.

energy: -211.35428 a.u.
orbital gap: 12.37 eV
maximum force: 1.20 eV/Å
charge: 0
structure (SMILES): CCCC#N
LUMO energy: 0.903 eV

Last column: natural (NBO) charge in e.
Positions of all 12 atoms, in Å:
C -1.575 0.168 0.138  -0.608
C -0.113 0.452 -0.168  -0.380
C 0.842 -0.737 0.071  -0.513
C 2.131 -0.139 0.402  0.289
N 3.040 0.521 0.676  -0.333
H -2.152 1.087 0.009  0.219
H -2.019 -0.602 -0.502  0.206
H -1.703 -0.133 1.184  0.205
H 0.020 0.795 -1.201  0.210
H 0.212 1.277 0.484  0.217
H 0.498 -1.372 0.894  0.243
H 0.921 -1.386 -0.808  0.245

=====

# 16
Computed, not measured: a single C4H7N molecule at a distorted geometry, with wB97M-V/def2-TZVPD.

energy: -211.11831 a.u.
orbital gap: 6.14 eV
maximum force: 3.03 eV/Å
charge: 0
structure (SMILES): C=NC(=C)C
LUMO energy: -0.099 eV

Last column: natural (NBO) charge in e.
Positions of all 12 atoms, in Å:
C -1.715 -0.009 -0.581  -0.696
C -0.440 0.406 0.096  0.392
C -0.048 0.124 1.434  -0.596
C 2.032 -0.066 -0.426  -0.412
N 0.732 0.526 -0.385  -0.228
H -1.597 -1.002 -1.042  0.254
H -2.476 -0.269 0.133  0.243
H -2.092 0.901 -1.142  0.248
H 0.416 -0.829 1.686  0.215
H 0.389 0.907 2.045  0.213
H 2.724 0.435 -1.084  0.189
H 2.075 -1.123 -0.732  0.177

=====

# 17
Computed, not measured: a single C4H7N molecule at a distorted geometry, with wB97M-V/def2-TZVPD.

energy: -211.24249 a.u.
orbital gap: 10.00 eV
maximum force: 3.14 eV/Å
charge: 0
structure (SMILES): C=C1CN1C
LUMO energy: 1.159 eV

Last column: natural (NBO) charge in e.
Positions of all 12 atoms, in Å:
C -0.554 -1.488 -0.183  -0.433
C 0.486 0.679 0.059  0.110
C 1.294 1.290 -0.779  -0.456
C -0.593 0.849 0.966  -0.295
N 0.367 -0.585 0.522  -0.366
H -0.104 -2.482 -0.224  0.211
H -0.717 -1.165 -1.216  0.186
H -1.515 -1.548 0.317  0.193
H 1.177 2.329 -1.061  0.212
H 2.141 0.724 -1.137  0.210
H -1.591 0.549 0.703  0.203
H -0.392 0.850 2.032  0.226

=====

# 18
Computed, not measured: a single C4H7N molecule at a distorted geometry, with wB97M-V/def2-TZVPD.

energy: -211.28744 a.u.
orbital gap: 9.40 eV
maximum force: 3.90 eV/Å
charge: 0
structure (SMILES): C=N/C=C/C
LUMO energy: 0.682 eV

Last column: natural (NBO) charge in e.
Positions of all 12 atoms, in Å:
C 1.610 1.475 0.125  -0.643
C 0.277 0.868 -0.026  -0.134
C -0.212 -0.363 -0.164  -0.076
N -1.497 -0.648 0.135  -0.396
C -1.842 -1.898 -0.016  -0.069
H 1.731 1.780 1.139  0.226
H 1.776 2.444 -0.394  0.222
H 2.369 0.792 0.008  0.210
H -0.434 1.581 0.237  0.185
H 0.436 -1.089 -0.723  0.156
H -1.320 -2.785 -0.402  0.154
H -2.892 -2.158 0.082  0.165

=====

# 19
Computed, not measured: a single C4H7N molecule at a distorted geometry, with wB97M-V/def2-TZVPD.

energy: -211.33097 a.u.
orbital gap: 12.28 eV
maximum force: 2.49 eV/Å
charge: 0
structure (SMILES): CCCC#N
LUMO energy: 0.874 eV

Last column: natural (NBO) charge in e.
Positions of all 12 atoms, in Å:
C -2.094 0.170 0.002  0.286
C 1.557 -0.167 0.281  -0.620
C -0.750 0.633 -0.145  -0.511
C 0.179 -0.605 -0.226  -0.383
N -3.080 -0.352 0.239  -0.331
H 1.665 0.330 1.285  0.215
H 2.268 -1.000 0.342  0.225
H 1.754 0.715 -0.465  0.207
H -0.719 1.184 -1.015  0.236
H -0.523 1.299 0.708  0.243
H 0.192 -0.869 -1.298  0.211
H -0.448 -1.337 0.293  0.221

=====

# 20
Computed, not measured: a single C4H7N molecule at a distorted geometry, with wB97M-V/def2-TZVPD.

energy: -211.30781 a.u.
orbital gap: 9.98 eV
maximum force: 1.11 eV/Å
charge: 0
structure (SMILES): C=N/C=C/C
LUMO energy: 1.085 eV

Last column: natural (NBO) charge in e.
Positions of all 12 atoms, in Å:
C -0.413 -1.284 1.944  -0.633
C 0.013 -0.936 0.548  -0.184
C 0.058 0.328 0.146  -0.075
N 0.637 0.665 -1.099  -0.406
C -0.044 1.294 -1.943  -0.025
H -0.640 -0.366 2.479  0.210
H -1.263 -1.957 1.976  0.211
H 0.377 -1.847 2.446  0.218
H 0.416 -1.707 -0.098  0.205
H -0.491 1.079 0.713  0.180
H -1.019 1.760 -1.737  0.133
H 0.265 1.428 -2.975  0.168